One molecule with the formula C5H9N at a distorted geometry. Source: the Open Molecules 2025 dataset; level of theory: ωB97M-V with the def2-TZVPD basis set.

Geometry as ORCA input:
```
! RIJCOSX wB97M-V def2-TZVPD def2/J DEFGRID3
* xyz 0 1
C 0.808 -0.861 -1.855
C -0.253 -0.572 -0.790
C 0.264 0.331 0.344
C -0.800 0.531 1.427
C -0.208 2.142 2.559
N -0.230 0.977 2.831
H 1.681 -1.359 -1.420
H 0.417 -1.512 -2.645
H 1.156 0.062 -2.330
H -0.604 -1.521 -0.364
H -1.128 -0.111 -1.269
H 1.137 -0.134 0.811
H 0.606 1.287 -0.082
H -1.215 -0.406 1.752
H -1.632 1.146 1.032
*
```

Calculated values
HOMO level = -11.29 eV
ΔE to the lowest compared entry with this formula, charge and spin = 216.9 kJ/mol
Kohn-Sham gap = 0.447 Eh